1 | C3H6N2 | ωB97M-V/def2-TZVPD

Each line ends with the natural charge from an NBO analysis.
Geometry (Å):
C (1.230, -0.638, -0.202)  -0.429
N (0.420, 0.188, 0.716)  -0.605
C (-0.687, 0.982, 0.185)  -0.322
C (-1.646, 0.043, -0.422)  0.250
N (-2.232, -0.872, -0.818)  -0.333
H (1.078, -1.721, -0.082)  0.199
H (2.288, -0.442, -0.004)  0.200
H (1.040, -0.427, -1.260)  0.200
H (0.057, -0.408, 1.451)  0.365
H (-1.185, 1.559, 0.982)  0.242
H (-0.363, 1.738, -0.544)  0.234

## Properties
* SMILES string: CNCC#N
* total charge: 0
* Kohn-Sham gap: 0.3838 Eh
* E_HOMO: -9.531 eV


2 | C3H6N2 | ωB97M-V/def2-TZVPD

Each line ends with the natural charge from an NBO analysis.
Geometry (Å):
C (0.702, -0.613, -0.458)  -0.445
C (0.956, 0.494, 0.508)  -0.492
C (-0.668, -0.207, -0.242)  0.266
N (-1.675, -0.151, 0.750)  -0.453
N (-1.856, 0.379, -0.661)  -0.433
H (1.170, -0.413, -1.486)  0.232
H (0.847, -1.594, -0.184)  0.210
H (1.032, 0.231, 1.498)  0.209
H (1.284, 1.411, -0.071)  0.210
H (-2.137, -1.088, 0.882)  0.339
H (-1.752, 1.420, -0.526)  0.358

## Properties
* total charge: 0
* Kohn-Sham gap: 0.3266 Eh
* E_HOMO: -7.711 eV


3 | C3H6N2 | ωB97M-V/def2-TZVPD

Each line ends with the natural charge from an NBO analysis.
Geometry (Å):
H (-1.247, -2.642, 0.924)  0.315
N (-0.322, -2.259, 0.741)  -0.361
N (-0.654, -1.130, 0.214)  -0.149
C (0.339, -0.252, -0.029)  -0.121
C (0.053, 0.875, -1.003)  -0.394
C (0.098, 1.181, 0.434)  -0.391
H (1.394, -0.597, 0.038)  0.196
H (-0.831, 0.799, -1.487)  0.223
H (0.960, 1.016, -1.550)  0.219
H (1.047, 1.643, 0.710)  0.226
H (-0.838, 1.366, 1.007)  0.239

## Properties
* SMILES string: [H]/N=N/C1CC1
* total charge: 0
* Kohn-Sham gap: 0.3780 Eh
* E_HOMO: -9.392 eV


4 | C3H6N2 | ωB97M-V/def2-TZVPD

Each line ends with the natural charge from an NBO analysis.
Geometry (Å):
C (1.853, -0.463, 0.085)  -0.073
N (0.887, 0.036, 0.704)  -0.409
C (-0.116, 0.896, -0.273)  -0.080
N (-1.412, 0.638, -0.138)  -0.421
C (-1.875, -0.416, 0.370)  -0.024
H (2.626, -1.033, 0.566)  0.171
H (1.934, -0.367, -0.977)  0.127
H (-0.025, 1.904, 0.023)  0.200
H (0.429, 0.741, -1.305)  0.181
H (-2.963, -0.581, 0.298)  0.166
H (-1.338, -1.356, 0.647)  0.162

## Properties
* SMILES string: C=NCN=C
* total charge: 0
* Kohn-Sham gap: 0.3729 Eh
* E_HOMO: -9.192 eV


Top of the stability list: 1, leading by 0.0624 hartree.


1 | C3H6N2 | ωB97M-V/def2-TZVPD

Each line ends with the natural charge from an NBO analysis.
Geometry (Å):
C (-0.437, -1.334, -0.399)  -0.410
N (-0.617, 0.002, 0.145)  -0.636
C (0.503, 0.932, 0.899)  -0.297
C (0.724, 1.289, -0.459)  0.257
N (1.056, 1.705, -1.490)  -0.388
H (-0.613, -1.401, -1.479)  0.198
H (-1.134, -2.020, 0.079)  0.190
H (0.569, -1.714, -0.240)  0.206
H (-1.544, 0.382, -0.027)  0.393
H (0.155, 1.761, 1.565)  0.246
H (1.337, 0.397, 1.405)  0.241

## Properties
* total charge: 0
* Kohn-Sham gap: 0.3390 Eh
* E_HOMO: -8.402 eV


2 | C3H6N2 | ωB97M-V/def2-TZVPD

Each line ends with the natural charge from an NBO analysis.
Geometry (Å):
H (-1.005, -0.462, -2.053)  0.308
N (-0.464, -0.844, -1.213)  -0.685
C (-0.186, 0.187, -0.508)  0.397
N (-0.629, 1.436, -0.793)  -0.814
C (0.476, -0.062, 0.862)  -0.263
C (0.665, -1.286, 1.364)  -0.324
H (-0.070, 2.239, -0.529)  0.385
H (-1.043, 1.580, -1.706)  0.381
H (0.757, 0.817, 1.428)  0.197
H (1.135, -1.428, 2.331)  0.198
H (0.365, -2.176, 0.818)  0.222

## Properties
* SMILES string: [H]/N=C(\N)C=C
* total charge: 0
* Kohn-Sham gap: 0.3736 Eh
* E_HOMO: -9.191 eV


Top of the stability list: 2, leading by 0.0711 hartree.


1 | C3H6N2 | ωB97M-V/def2-TZVPD

Each line ends with the natural charge from an NBO analysis.
Geometry (Å):
C (-0.329, 1.247, -0.397)  -0.424
N (-0.745, 0.172, 0.491)  -0.603
C (-0.192, -1.111, 0.197)  -0.066
C (2.363, -0.966, -0.124)  0.285
N (1.260, -1.162, 0.240)  -0.563
H (0.762, 1.399, -0.446)  0.183
H (-0.798, 2.177, -0.064)  0.209
H (-0.689, 1.038, -1.411)  0.195
H (-0.586, 0.418, 1.461)  0.364
H (-0.595, -1.862, 0.881)  0.214
H (-0.449, -1.390, -0.829)  0.206

## Properties
* total charge: 0
* Kohn-Sham gap: 0.3986 Eh
* E_HOMO: -9.869 eV


2 | C3H6N2 | ωB97M-V/def2-TZVPD

Each line ends with the natural charge from an NBO analysis.
Geometry (Å):
C (-0.280, -0.286, 1.788)  -0.421
N (-0.788, -0.750, 0.587)  -0.640
C (0.244, -0.815, -0.606)  -0.340
C (0.329, 0.554, -1.108)  0.242
N (0.653, 1.653, -1.461)  -0.310
H (0.949, -0.354, 2.016)  0.203
H (-0.423, 0.927, 1.961)  0.159
H (-0.897, -0.740, 2.607)  0.208
H (-1.716, -0.205, 0.386)  0.383
H (-0.053, -1.682, -1.285)  0.263
H (1.325, -0.982, -0.003)  0.255

## Properties
* SMILES string: CNCC#N
* total charge: 0
* Kohn-Sham gap: 0.3646 Eh
* E_HOMO: -9.186 eV


3 | C3H6N2 | ωB97M-V/def2-TZVPD

Each line ends with the natural charge from an NBO analysis.
Geometry (Å):
C (-0.218, 1.746, -0.187)  -0.458
N (0.559, 0.564, -0.113)  -0.500
C (-0.339, -2.106, 0.732)  -0.574
C (0.256, -1.537, -0.230)  0.358
N (0.848, -0.931, -1.069)  -0.266
H (-0.317, 1.853, -1.286)  0.185
H (0.153, 2.688, 0.251)  0.232
H (-1.214, 1.697, 0.258)  0.192
H (1.463, 0.816, -0.510)  0.348
H (0.143, -2.368, 1.650)  0.245
H (-1.335, -2.420, 0.503)  0.238

## Properties
* total charge: 0
* Kohn-Sham gap (spin up / spin down): 0.3342 / 0.3342 Eh
* E_HOMO (spin up / spin down): -8.993 / -8.996 eV


4 | C3H6N2 | ωB97M-V/def2-TZVPD

Each line ends with the natural charge from an NBO analysis.
Geometry (Å):
C (2.198, 0.012, -0.136)  -0.161
N (1.054, -0.637, 0.220)  -0.227
N (-0.058, -0.244, -0.302)  -0.274
C (-1.407, -0.756, -0.183)  -0.203
C (-1.041, 0.780, 0.167)  -0.264
H (2.292, 1.096, -0.732)  0.176
H (2.998, -0.512, 0.316)  0.189
H (-1.664, -1.188, 0.981)  0.152
H (-2.143, -0.985, -0.781)  0.196
H (-1.441, 1.306, -0.671)  0.206
H (-0.788, 1.129, 1.121)  0.211

## Properties
* SMILES string: C=NN1CC1
* total charge: 0
* Kohn-Sham gap: 0.3332 Eh
* E_HOMO: -8.124 eV


Top of the stability list: 1, leading by 0.0451 hartree.